No. 1
55
Properties=species:S:1:pos:R:3:nbo_charge:R:1 method="wB97M-V/def2-TZVPD" e_homo_ha=-0.2782 smiles="COc1ccc([C@@H](SC(=S)N2CCCC2)c2ccc(Oc3ccccc3)cc2)cc1" orbital_gap_ha=0.270 total_charge=0
C -3.10 -3.34 3.96 -0.261
O -1.94 -4.05 3.42 -0.493
C -1.17 -3.36 2.55 0.323
C 0.05 -3.96 2.16 -0.264
C 0.92 -3.27 1.34 -0.147
C 0.60 -1.97 0.85 -0.149
C 1.36 -1.37 -0.27 -0.167
S 0.14 -0.84 -1.88 0.171
C -0.74 -2.17 -2.43 -0.110
S 0.11 -3.52 -2.87 -0.187
N -2.11 -2.17 -2.47 -0.407
C -2.92 -0.99 -2.25 -0.216
C -4.38 -1.50 -2.23 -0.411
C -4.35 -2.92 -2.80 -0.416
C -2.86 -3.31 -2.98 -0.219
C 1.94 0.02 -0.10 -0.086
C 2.95 0.42 -1.03 -0.164
C 3.01 1.73 -1.44 -0.278
C 2.26 2.69 -0.74 0.379
O 2.36 4.01 -1.18 -0.532
C 2.84 4.93 -0.23 0.296
C 4.19 5.31 -0.34 -0.255
C 4.74 6.05 0.72 -0.196
C 3.97 6.46 1.82 -0.232
C 2.60 6.13 1.84 -0.197
C 2.01 5.38 0.80 -0.270
C 1.43 2.34 0.34 -0.290
C 1.35 1.00 0.71 -0.181
C -0.60 -1.38 1.26 -0.116
C -1.50 -2.06 2.09 -0.339
H -3.56 -4.09 4.60 0.206
H -2.79 -2.45 4.54 0.188
H -3.80 -3.04 3.15 0.180
H 0.25 -4.97 2.52 0.230
H 1.83 -3.77 1.00 0.220
H 2.08 -2.07 -0.72 0.245
H -2.77 -0.29 -3.10 0.192
H -2.67 -0.46 -1.32 0.220
H -5.02 -0.81 -2.80 0.216
H -4.77 -1.50 -1.20 0.207
H -4.87 -3.62 -2.14 0.213
H -4.87 -2.98 -3.77 0.212
H -2.65 -4.26 -2.45 0.228
H -2.63 -3.47 -4.05 0.209
H 3.51 -0.35 -1.58 0.220
H 3.60 2.05 -2.31 0.232
H 4.77 4.99 -1.21 0.232
H 5.81 6.32 0.67 0.218
H 4.42 7.07 2.65 0.223
H 1.98 6.48 2.68 0.217
H 0.93 5.16 0.80 0.225
H 0.81 3.11 0.81 0.225
H 0.67 0.71 1.51 0.224
H -0.92 -0.45 0.78 0.214
H -2.48 -1.61 2.34 0.219

No. 2
37
Properties=species:S:1:pos:R:3:nbo_charge:R:1 method="wB97M-V/def2-TZVPD" e_homo_ha=-0.3061 orbital_gap_ha=0.273 total_charge=0
C 0.73 1.37 2.07 -1.412
C 1.57 -2.19 2.87 -0.757
H 1.73 1.74 1.82 0.193
H 0.82 0.77 2.98 0.209
H 0.14 2.24 2.35 0.192
H 1.53 -3.22 2.51 0.216
H 1.87 -2.17 3.92 0.229
H 0.60 -1.70 2.70 0.235
C 0.58 2.79 -0.77 0.096
C 0.73 3.52 -1.95 -0.254
C 0.59 2.84 -3.17 -0.131
C 0.39 1.47 -3.19 -0.224
H 0.69 3.26 0.22 0.240
H 0.92 4.58 -1.90 0.236
H 0.69 3.37 -4.11 0.228
H 0.37 0.90 -4.12 0.228
N 0.31 1.47 -0.78 -0.632
C 0.28 0.79 -1.96 0.222
C 0.17 -0.68 -1.85 0.141
N 0.26 -1.22 -0.61 -0.427
C 0.08 -2.53 -0.46 0.073
C -0.11 -2.88 -2.84 -0.167
C -0.08 -3.41 -1.55 -0.230
H 0.07 -2.92 0.57 0.208
H -0.19 -4.48 -1.36 0.228
C 0.00 -1.50 -2.99 -0.207
H -0.01 -1.03 -3.97 0.212
H -0.21 -3.52 -3.71 0.225
Be -0.13 0.74 0.65 1.635
I 3.08 -1.16 1.79 0.088
C -2.45 0.60 3.03 -0.729
C -2.59 0.14 1.60 0.806
O -3.69 -0.17 1.16 -0.633
O -1.48 0.07 0.88 -1.012
H -3.44 0.61 3.49 0.226
H -2.01 1.60 3.09 0.226
H -1.79 -0.09 3.59 0.221

No. 3
23
Properties=species:S:1:pos:R:3:nbo_charge:R:1 method="wB97M-V/def2-TZVPD" e_homo_ha=-0.3046 smiles="C=C[S@@](=N)(CCC)=NC" orbital_gap_ha=0.331 total_charge=0
C 0.25 -1.33 1.98 -0.317
C 0.51 -1.53 0.69 -0.512
S 0.90 -0.15 -0.44 1.754
N 1.94 -0.43 -1.57 -1.122
C -0.59 -0.15 -1.54 -0.566
C -1.78 -0.73 -0.76 -0.412
C -2.24 0.23 0.31 -0.628
N 0.94 1.14 0.51 -0.933
C 1.99 2.06 0.26 -0.432
H 0.19 -2.05 2.83 0.216
H 0.07 -0.34 2.34 0.223
H 0.70 -2.65 0.35 0.254
H 2.84 -0.36 -1.27 0.357
H -0.28 -0.79 -2.38 0.253
H -0.79 0.88 -1.74 0.236
H -2.51 -0.88 -1.52 0.212
H -1.48 -1.54 -0.31 0.204
H -1.39 0.66 0.82 0.234
H -2.87 1.09 -0.03 0.211
H -2.92 -0.36 1.00 0.208
H 2.34 1.98 -0.80 0.194
H 2.68 2.18 1.04 0.185
H 1.52 3.08 0.25 0.183

No. 4
15
Properties=species:S:1:pos:R:3:nbo_charge:R:1 method="wB97M-V/def2-TZVPD" e_homo_ha=-0.3113 smiles=CNCN.O orbital_gap_ha=0.349 total_charge=0
C -2.06 -0.23 -1.07 -0.407
N -1.11 -0.65 0.12 -0.685
C -1.32 -0.43 1.51 -0.062
N -1.45 -1.62 2.35 -0.835
H -1.88 -0.96 -1.90 0.202
H -1.78 0.72 -1.58 0.181
H -3.06 -0.17 -0.61 0.198
H -0.10 -0.60 -0.27 0.361
H -0.68 0.22 2.04 0.174
H -2.31 0.08 1.41 0.163
H -2.36 -2.00 2.08 0.355
H -0.65 -2.20 2.12 0.356
O 5.89 2.64 -1.95 -0.942
H 6.17 2.09 -2.66 0.468
H 6.70 3.12 -1.59 0.474

No. 5
15
Properties=species:S:1:pos:R:3:nbo_charge:R:1 method="wB97M-V/def2-TZVPD" e_homo_ha=-0.3805 smiles="CC[P@@H](=O)OC" orbital_gap_ha=0.412 total_charge=0
C 2.02 -0.87 -0.20 -0.597
C 0.71 -0.10 0.28 -0.796
P -0.72 -1.19 -0.18 1.971
O -0.64 -2.63 0.21 -1.064
O -2.04 -0.46 0.52 -0.797
C -2.29 0.85 0.12 -0.250
H 2.23 -1.69 0.42 0.223
H 1.84 -1.29 -1.20 0.204
H 2.86 -0.20 -0.17 0.213
H 0.73 0.92 -0.11 0.239
H 0.84 -0.13 1.40 0.256
H -1.04 -1.13 -1.44 -0.139
H -1.36 1.22 -0.41 0.159
H -2.51 1.42 1.00 0.194
H -3.18 0.90 -0.58 0.183

No. 6
94
Properties=species:S:1:pos:R:3:lowdin_charge:R:1 method="wB97M-V/def2-TZVPD" e_homo_ha="-0.1277 / -0.1380" orbital_gap_ha="0.208 / 0.218" total_charge=-1
Sn -0.09 -1.12 1.42 1.344
C -3.27 4.15 -2.98 -0.051
C -1.76 4.07 -2.69 -0.555
C -1.33 5.30 -1.88 -0.037
C -1.02 4.06 -4.02 -0.065
C -1.45 2.83 -1.85 -0.147
C -2.22 2.52 -0.73 0.015
C -1.86 1.46 0.07 -0.105
N -0.78 0.72 -0.16 0.040
C -0.09 0.93 -1.27 -0.211
C -0.38 1.99 -2.12 0.056
C 0.97 -0.05 -1.57 -0.202
C 1.47 -0.21 -2.85 0.039
C 2.43 -1.19 -3.11 -0.145
C 2.89 -1.92 -2.02 0.025
C 2.33 -1.71 -0.77 -0.088
N 1.38 -0.81 -0.55 0.038
C 2.91 -1.41 -4.54 -0.555
C 3.69 -0.17 -5.00 -0.045
C 1.69 -1.62 -5.45 -0.039
C 3.81 -2.64 -4.65 -0.068
H -3.47 4.97 -3.67 0.081
H -3.85 4.33 -2.07 0.074
H -3.63 3.22 -3.43 0.095
H -1.56 6.21 -2.43 0.084
H -0.26 5.28 -1.68 0.084
H -1.85 5.34 -0.92 0.084
H -1.31 4.93 -4.61 0.082
H -1.25 3.17 -4.60 0.093
H 0.06 4.12 -3.88 0.081
H -3.10 3.10 -0.47 0.112
H -2.44 1.19 0.93 0.110
H 0.24 2.16 -2.99 0.101
H 1.07 0.38 -3.65 0.111
H 3.64 -2.69 -2.13 0.106
H 2.64 -2.29 0.08 0.091
H 3.08 0.72 -4.95 0.078
H 4.03 -0.30 -6.03 0.083
H 4.57 -0.01 -4.37 0.089
H 1.09 -0.71 -5.53 0.077
H 1.05 -2.41 -5.06 0.100
H 2.02 -1.89 -6.45 0.082
H 4.74 -2.51 -4.09 0.082
H 4.08 -2.80 -5.70 0.082
H 3.31 -3.54 -4.29 0.092
N 1.06 -5.19 4.44 0.114
C 0.22 -4.70 3.29 -0.604
C -0.68 -5.85 2.86 -0.126
P 1.45 -4.39 1.84 0.714
O 2.47 -2.92 3.84 -0.160
O 0.64 -3.77 0.73 -0.554
O 2.17 -2.93 2.44 -0.462
P -0.76 -3.38 4.16 0.278
O -1.99 -3.04 3.19 -0.172
O -1.18 -4.08 5.41 -0.336
O 0.05 -2.12 4.25 -0.383
H 1.41 -6.13 4.28 0.141
H 0.43 -5.14 5.27 0.118
H 1.84 -4.52 4.53 0.112
H -0.09 -6.75 2.65 0.071
H -1.18 -5.58 1.93 0.076
H -1.43 -6.09 3.62 0.082
H 1.69 -2.36 4.13 0.044
H -2.30 -3.73 2.60 0.069
F -2.85 -4.35 -0.74 0.114
C -2.88 -3.46 -1.76 -0.540
F -2.57 -4.14 -2.87 0.119
F -4.18 -3.09 -1.89 0.111
C -1.98 -2.21 -1.50 -0.620
O -1.34 -1.79 -2.46 0.030
O -2.04 -1.79 -0.33 -0.124
C 1.57 0.38 2.11 -0.023
C 1.60 1.76 2.26 -0.419
C 1.56 2.35 3.55 -0.095
C 1.52 3.72 3.71 -0.126
C 1.56 4.58 2.62 -0.134
C 1.65 4.02 1.34 -0.119
C 1.66 2.66 1.15 -0.079
H 1.53 1.70 4.41 0.108
H 1.47 4.13 4.71 0.096
H 1.53 5.65 2.75 0.083
H 1.69 4.67 0.47 0.089
H 1.72 2.25 0.15 0.091
Cl -2.47 4.72 3.44 0.650
C -2.42 3.02 3.80 -0.639
C -3.26 2.47 4.75 -0.099
C -3.16 1.11 4.99 -0.050
C -2.24 0.37 4.26 -0.112
N -1.44 0.90 3.35 0.069
C -1.52 2.21 3.13 -0.190
H -3.97 3.09 5.28 0.103
H -3.79 0.63 5.72 0.104
H -2.13 -0.70 4.42 0.089
H -0.85 2.63 2.39 0.094